C5H7ClN4O2 | the ωB97M-V functional and the def2-TZVPD basis

## Properties
Gap between HOMO and LUMO (alpha / beta): 4.1373 / 4.3493 eV
Relative energy (zero: lowest compared OMol25 entry of this formula, charge and spin): 36.7 kJ/mol
Charge: +2
DFT total energy: -1023.55484 Ha
Maximum force: 7.8 eV/Å
LUMO energy (alpha / beta): -13.31 / -13.23 eV

Last column: natural (NBO) charge in e.
Cartesian coordinates (Å):
C -0.39804 1.11966 -0.05102  0.563
C -1.77542 -0.60558 0.10755  0.719
C 0.09165 -2.56118 -0.38433  0.425
C 2.02989 1.56089 0.09426  -0.474
C 0.54008 -1.33445 0.41393  -0.365
N -1.60221 1.60413 -0.15164  -0.003
N -0.42836 -0.24643 0.28406  -0.384
N -2.43348 0.65187 -0.13400  -0.033
N 0.70356 1.88321 -0.14381  -0.324
O -2.35104 -1.64926 0.18764  -0.298
O 0.29972 -3.69032 -0.10845  -0.358
Cl -4.13863 0.97934 -0.14190  0.514
H -0.39467 -2.17954 -1.29072  0.102
H 2.13352 0.78220 0.83545  0.259
H 2.59427 2.48880 0.30283  0.303
H 2.51920 1.14224 -0.81339  0.291
H 0.58666 -1.75124 1.53155  0.303
H 1.52820 -1.05073 0.03903  0.270
H 0.49510 2.85641 -0.57704  0.492